[1]
Entry from the Open Molecules 2025 dataset: a molecular structure, C44H40IN2O2P3Pt (ωB97M-V/def2-TZVPD).

Output
Energy relative to the best compared isomer or geometry (same formula, charge and spin), kcal/mol: 21.0
HOMO energy, hartree: -0.5104
Total charge: +2
Lowest unoccupied orbital energy, eV: -5.713
Orbital gap, eV: 8.17
Maximum force, hartree/bohr: 0.060

XYZ file:
```
93
Properties=species:S:1:pos:R:3:forces:R:3
Pt 0.565 0.833 0.049 0.024 0.003 0.012
N -1.258 1.783 1.994 -0.230 0.125 0.020
P -0.818 2.542 0.555 -0.604 -0.798 -0.009
C -2.150 2.303 -0.651 0.008 0.195 0.023
C -3.466 2.602 -0.290 0.091 -0.008 -0.007
C -4.499 2.362 -1.180 -0.025 -0.009 0.039
C -4.224 1.833 -2.437 -0.015 -0.016 -0.005
C -2.918 1.548 -2.805 0.038 -0.009 0.004
C -1.877 1.780 -1.915 -0.052 0.113 0.008
C -0.850 4.286 0.961 0.269 0.040 -0.099
C -1.275 5.209 0.004 0.034 -0.019 0.027
C -1.470 6.531 0.369 0.041 0.032 -0.031
C -1.235 6.933 1.678 0.027 -0.014 -0.002
C -0.794 6.019 2.625 0.049 0.000 0.017
C -0.588 4.696 2.270 0.034 -0.026 -0.047
P -0.493 0.268 1.951 0.126 1.117 0.410
C 0.784 0.305 3.218 0.067 -0.288 -0.040
C 0.526 0.852 4.475 -0.037 -0.079 -0.059
C 1.531 0.890 5.426 -0.008 0.028 0.022
C 2.790 0.379 5.130 0.009 0.017 -0.014
C 3.050 -0.168 3.882 0.000 0.013 0.009
C 2.048 -0.205 2.921 -0.048 -0.060 0.035
C -1.787 -0.832 2.514 0.091 -0.283 -0.246
C -1.509 -1.820 3.458 0.012 0.031 -0.063
C -2.545 -2.584 3.971 0.024 -0.058 0.009
C -3.847 -2.369 3.545 0.021 0.014 -0.036
C -4.123 -1.394 2.593 -0.022 -0.004 -0.020
C -3.096 -0.631 2.067 0.052 0.021 0.008
H -2.029 2.055 2.590 0.026 -0.051 0.054
H -3.676 3.026 0.686 -0.052 0.015 -0.020
H -5.518 2.590 -0.898 0.003 0.006 -0.005
H -5.033 1.652 -3.131 0.003 -0.002 0.002
H -2.705 1.144 -3.787 -0.003 0.015 -0.003
H -0.855 1.580 -2.215 -0.006 -0.043 -0.022
H -1.472 4.893 -1.012 -0.053 0.006 0.009
H -1.817 7.245 -0.365 0.021 0.003 -0.004
H -1.390 7.966 1.959 -0.034 -0.008 0.002
H -0.615 6.335 3.644 0.024 0.015 -0.011
H -0.236 3.983 3.004 -0.031 0.007 0.023
H -0.461 1.236 4.708 0.020 0.022 0.039
H 1.336 1.317 6.400 -0.003 -0.007 0.000
H 3.570 0.408 5.879 -0.002 0.004 -0.002
H 4.032 -0.562 3.655 -0.011 -0.014 -0.006
H 2.242 -0.645 1.948 0.038 0.038 -0.003
H -0.495 -1.971 3.805 -0.010 -0.020 0.021
H -2.334 -3.342 4.714 -0.008 -0.003 -0.004
H -4.654 -2.962 3.956 0.001 0.007 0.008
H -5.141 -1.224 2.268 0.003 -0.019 -0.011
H -3.306 0.130 1.323 -0.025 -0.013 -0.003
O 1.488 -0.990 -0.351 0.187 0.051 -0.157
P 1.176 -2.037 -1.430 -0.445 -0.111 0.328
C 2.383 -3.339 -1.300 0.019 0.045 0.001
C 2.827 -4.034 -2.422 0.078 0.049 0.007
C 3.749 -5.059 -2.268 -0.037 -0.055 -0.006
C 4.207 -5.396 -1.002 0.027 -0.006 0.042
C 3.755 -4.711 0.120 -0.085 -0.035 -0.019
C 2.833 -3.689 -0.025 0.016 -0.003 -0.040
C -0.451 -2.742 -1.137 0.046 0.045 -0.067
C -0.641 -4.117 -1.033 -0.014 0.055 -0.003
C -1.918 -4.621 -0.822 0.019 -0.042 0.011
C -3.001 -3.760 -0.734 -0.019 0.016 -0.019
C -2.816 -2.387 -0.850 0.003 0.022 -0.013
C -1.544 -1.876 -1.040 0.018 -0.115 -0.089
C 1.185 -1.360 -3.084 0.070 -0.017 -0.014
C 2.309 -0.636 -3.495 -0.038 -0.028 0.026
C 2.369 -0.126 -4.779 0.015 0.013 -0.025
C 1.321 -0.349 -5.666 -0.019 -0.002 0.008
C 0.212 -1.080 -5.267 -0.023 -0.013 0.011
C 0.138 -1.586 -3.976 0.037 0.040 -0.013
H 2.461 -3.778 -3.409 0.032 0.036 0.000
H 4.107 -5.600 -3.133 -0.022 0.004 -0.010
H 4.913 -6.209 -0.886 0.031 0.030 -0.011
H 4.107 -4.988 1.105 0.006 -0.005 -0.003
H 2.445 -3.169 0.843 0.088 0.041 0.011
H 0.201 -4.791 -1.124 -0.013 -0.017 0.029
H -2.068 -5.689 -0.736 0.005 0.002 -0.007
H -3.996 -4.159 -0.590 0.005 -0.002 0.014
H -3.667 -1.718 -0.811 0.008 -0.001 0.033
H -1.399 -0.806 -1.140 -0.049 0.023 -0.011
H 3.135 -0.492 -2.807 0.006 0.024 -0.019
H 3.241 0.427 -5.104 0.018 -0.032 0.000
H 1.375 0.035 -6.676 0.012 0.007 0.006
H -0.592 -1.272 -5.965 -0.002 0.019 0.002
H -0.726 -2.161 -3.670 0.003 -0.005 -0.009
N 3.402 2.704 -2.478 0.085 0.141 0.123
C 2.813 2.186 -1.406 -0.111 0.277 -0.357
O 1.643 1.756 -1.529 0.082 -0.138 0.303
C 3.587 2.163 -0.145 1.492 -2.695 0.046
I 4.736 0.117 -0.205 -0.673 1.092 -0.082
H 2.881 2.765 -3.340 0.020 -0.060 -0.015
H 4.324 3.104 -2.433 0.003 -0.011 -0.036
H 3.065 1.953 0.778 -0.324 0.604 -0.040
H 4.516 2.712 -0.086 -0.430 0.725 0.036
```
Forces are in eV/Å.

[2]
Entry from the Open Molecules 2025 dataset: a molecular structure, C44H41CdN3O2P2Te (ωB97M-V/def2-TZVPD).

Output
Energy relative to the best compared isomer or geometry (same formula, charge and spin), kcal/mol: 0.0
HOMO energy, hartree: -0.2596
Lowest unoccupied orbital energy, eV: -0.277
Orbital gap, eV: 6.79
Maximum force, hartree/bohr: 0.002

XYZ file:
```
94
Properties=species:S:1:pos:R:3:forces:R:3
Cd -0.491 0.676 1.300 0.012 -0.058 -0.059
C -1.883 2.500 5.314 -0.008 -0.001 -0.015
C -2.239 1.421 6.099 -0.001 0.003 0.003
C -2.158 0.141 5.570 -0.002 -0.003 -0.002
C -1.721 -0.018 4.263 -0.004 0.000 0.021
N -1.393 1.032 3.508 0.052 0.028 0.006
C -1.462 2.258 4.015 -0.010 0.015 0.019
C -1.602 -1.359 3.617 -0.006 -0.014 0.004
C -1.712 -2.543 4.335 0.000 0.002 0.013
C -1.610 -3.752 3.667 -0.002 -0.010 -0.015
C -1.418 -3.752 2.296 -0.002 0.006 0.012
C -1.313 -2.529 1.658 -0.012 -0.007 -0.003
N -1.386 -1.368 2.300 0.001 -0.016 -0.040
H -1.932 3.515 5.682 -0.003 0.008 0.006
H -2.580 1.565 7.116 0.000 0.000 0.000
H -2.442 -0.710 6.171 -0.004 0.001 0.000
H -1.165 3.068 3.360 0.008 0.002 -0.006
H -1.859 -2.530 5.405 0.003 0.001 -0.001
H -1.679 -4.682 4.215 -0.001 -0.004 0.002
H -1.330 -4.668 1.730 0.000 -0.005 -0.005
H -1.155 -2.474 0.589 -0.008 -0.005 0.000
O 1.130 2.196 2.217 -0.042 0.037 -0.060
N 1.898 1.335 2.686 0.071 -0.027 0.050
O 1.526 0.159 2.484 0.001 -0.037 0.114
C -3.123 6.380 3.980 -0.003 0.006 0.003
C -2.872 5.354 2.908 -0.006 0.008 0.001
C -3.756 4.309 2.689 -0.003 0.001 -0.001
C -3.534 3.350 1.701 0.008 -0.020 0.004
C -4.507 2.211 1.572 0.002 -0.014 -0.002
C -2.394 3.450 0.895 0.018 -0.018 0.016
Te -1.996 1.955 -0.577 -0.057 0.053 -0.008
C -1.486 4.502 1.098 0.012 -0.011 0.006
C -0.222 4.639 0.295 0.003 -0.007 -0.007
C -1.742 5.429 2.104 0.010 0.010 -0.010
H -3.986 6.111 4.589 -0.002 0.000 0.003
H -3.314 7.363 3.546 -0.004 0.000 -0.001
H -2.259 6.482 4.640 0.004 0.002 0.000
H -4.641 4.223 3.311 -0.010 0.000 0.005
H -5.334 2.331 2.272 -0.006 0.001 0.004
H -4.011 1.257 1.773 -0.013 0.021 -0.004
H -4.907 2.141 0.561 -0.004 -0.002 -0.002
H 0.471 3.828 0.531 -0.023 0.031 -0.003
H 0.271 5.585 0.521 0.004 0.002 0.004
H -0.427 4.591 -0.774 -0.004 0.008 -0.014
H -1.032 6.234 2.261 0.004 0.008 0.002
C 0.386 -0.678 -2.253 -0.001 0.018 0.011
P 1.037 -0.768 -0.534 0.006 0.012 -0.041
C 2.616 0.127 -0.634 -0.008 0.017 -0.002
C 2.528 1.516 -0.724 -0.009 -0.006 -0.004
C 3.676 2.282 -0.839 0.003 0.001 0.001
C 4.921 1.669 -0.848 -0.005 0.004 -0.001
C 5.014 0.289 -0.743 0.002 -0.009 0.000
C 3.865 -0.482 -0.639 0.008 -0.007 -0.010
C 1.462 -2.494 -0.160 -0.011 -0.010 -0.006
C 2.115 -2.735 1.053 0.004 0.005 0.008
C 2.337 -4.033 1.481 0.005 0.005 0.004
C 1.891 -5.108 0.722 -0.002 -0.001 -0.005
C 1.221 -4.876 -0.470 0.004 -0.007 0.010
C 1.008 -3.576 -0.909 0.013 0.004 0.004
P 1.577 -0.626 -3.670 -0.002 -0.004 0.022
C 0.415 -0.373 -5.066 0.028 0.006 -0.025
C 0.960 -0.483 -6.348 -0.014 -0.002 0.000
C 0.182 -0.277 -7.474 -0.001 -0.005 0.001
C -1.158 0.066 -7.339 0.005 0.002 -0.003
C -1.706 0.197 -6.074 -0.003 0.001 -0.001
C -0.926 -0.023 -4.944 -0.014 -0.002 0.011
C 1.943 -2.413 -3.885 -0.006 0.005 0.001
C 3.184 -2.872 -3.451 0.002 0.007 -0.003
C 3.502 -4.222 -3.513 0.000 -0.007 0.001
C 2.586 -5.125 -4.028 0.005 0.003 0.004
C 1.353 -4.675 -4.487 -0.007 -0.004 0.005
C 1.034 -3.329 -4.416 0.007 0.002 -0.006
H -0.115 0.298 -2.259 0.010 -0.007 0.008
H -0.401 -1.428 -2.381 0.009 -0.005 0.003
H 1.557 2.001 -0.702 0.006 -0.005 -0.008
H 3.598 3.359 -0.908 -0.002 0.005 0.002
H 5.819 2.267 -0.928 0.001 0.001 -0.001
H 5.984 -0.192 -0.742 0.004 0.000 0.000
H 3.945 -1.559 -0.559 -0.002 -0.002 0.000
H 2.430 -1.899 1.668 0.003 0.003 0.002
H 2.853 -4.205 2.418 0.001 -0.003 0.005
H 2.064 -6.122 1.060 0.001 -0.006 0.002
H 0.874 -5.705 -1.073 -0.003 -0.003 -0.003
H 0.495 -3.419 -1.848 -0.005 0.000 -0.008
H 2.008 -0.740 -6.462 0.006 -0.003 -0.002
H 0.622 -0.375 -8.458 0.000 0.001 -0.004
H -1.768 0.236 -8.217 -0.003 0.001 -0.003
H -2.746 0.473 -5.958 -0.004 0.001 0.001
H -1.385 0.089 -3.970 -0.003 0.001 -0.004
H 3.902 -2.162 -3.057 0.004 0.005 0.003
H 4.467 -4.566 -3.163 0.003 -0.002 0.002
H 2.833 -6.178 -4.082 0.001 -0.006 -0.001
H 0.641 -5.377 -4.904 -0.002 -0.003 -0.003
H 0.073 -2.983 -4.779 -0.007 0.005 -0.003
```
Forces are in eV/Å.

[3]
Entry from the Open Molecules 2025 dataset: a molecular structure, C44H41Cl3N6O4SiSn (ωB97M-V/def2-TZVPD).

Output
Energy relative to the best compared isomer or geometry (same formula, charge and spin), kcal/mol: 60.4
HOMO energy, hartree: -0.2424
Lowest unoccupied orbital energy, eV: -0.740
Orbital gap, eV: 5.86
Maximum force, hartree/bohr: 0.015

XYZ file:
```
100
Properties=species:S:1:pos:R:3:forces:R:3
Sn -1.446 -0.673 -0.449 -0.077 0.368 -0.646
C -4.458 1.414 0.204 0.185 0.068 -0.093
C -4.111 1.744 -1.219 0.000 -0.040 0.075
C -4.569 2.920 -1.809 0.055 -0.010 -0.062
C -4.248 3.177 -3.127 -0.053 -0.011 0.075
C -3.525 2.234 -3.841 0.100 0.040 -0.060
C -3.114 1.079 -3.190 -0.083 0.169 0.152
N -3.370 0.870 -1.898 0.209 -0.118 0.194
C -2.387 0.002 -3.908 0.196 -0.170 -0.037
C -2.516 -0.128 -5.291 0.005 0.040 0.003
C -1.830 -1.132 -5.939 -0.012 0.038 -0.058
C -1.027 -1.980 -5.199 0.039 -0.169 0.123
C -0.964 -1.813 -3.821 -0.090 0.213 -0.291
N -1.637 -0.838 -3.190 0.102 -0.049 0.038
C -0.139 -2.711 -2.969 -0.141 0.111 0.263
C 1.056 -3.403 -3.483 0.103 -0.055 -0.161
C 1.853 -4.114 -2.683 0.021 0.010 0.092
C 1.577 -4.289 -1.220 -0.107 0.009 -0.096
C 0.375 -3.401 -0.786 0.468 0.000 0.071
C -0.454 -4.052 0.304 -0.062 0.170 -0.151
N -0.488 -2.776 -1.749 -0.116 0.240 0.165
H -5.541 1.418 0.329 -0.005 -0.036 0.033
H -4.087 0.425 0.466 -0.064 0.002 0.052
H -4.029 2.157 0.880 0.015 -0.047 0.002
H -5.147 3.623 -1.225 -0.029 -0.014 -0.010
H -4.566 4.096 -3.602 0.018 0.000 -0.004
H -3.251 2.427 -4.868 -0.024 -0.048 0.000
H -3.159 0.539 -5.847 -0.010 -0.017 0.045
H -1.923 -1.257 -7.009 -0.003 -0.011 0.002
H -0.495 -2.787 -5.683 0.023 0.008 0.040
H 1.298 -3.304 -4.532 -0.003 0.006 0.012
H 2.733 -4.605 -3.087 -0.037 0.014 -0.069
H 1.503 -5.353 -0.978 -0.019 0.024 0.018
H -1.081 -4.809 -0.167 -0.068 -0.039 0.011
H 0.166 -4.522 1.062 -0.010 -0.038 -0.001
H -1.119 -3.338 0.788 -0.080 0.029 0.067
O 3.750 -5.224 2.769 -0.015 0.053 0.021
C 3.533 -5.042 1.387 -0.020 -0.021 -0.040
C 2.669 -3.846 1.140 0.073 -0.089 0.095
C 2.503 -3.432 -0.296 -0.002 0.158 0.042
C 1.440 -2.319 -0.383 -0.070 -0.221 0.043
N 1.047 -1.520 0.721 -0.185 0.040 0.428
C 1.293 -1.955 1.899 -0.063 0.259 -0.525
C 2.125 -3.145 2.139 0.124 -0.098 0.151
C 0.696 -1.164 3.016 -0.130 0.222 0.191
C 1.238 -1.145 4.291 0.014 -0.141 -0.099
C 0.677 -0.315 5.257 -0.094 -0.041 0.112
C 1.256 -0.288 6.650 -0.008 -0.003 -0.064
O 1.151 -1.543 7.303 0.074 -0.055 0.047
C -0.415 0.456 4.906 0.015 -0.129 0.041
C -0.908 0.364 3.608 -0.002 -0.132 -0.108
N -0.373 -0.421 2.690 0.040 -0.082 -0.173
H 4.332 -5.976 2.900 0.009 -0.054 -0.007
H 3.041 -5.921 0.947 0.020 -0.008 -0.009
H 4.478 -4.897 0.846 0.005 0.004 0.010
H 3.489 -3.207 -0.720 -0.030 0.016 -0.025
H 1.607 -1.667 -1.242 0.025 -0.037 0.018
H 2.300 -3.465 3.157 0.006 0.005 -0.033
H 2.095 -1.759 4.540 0.004 0.027 0.015
H 0.788 0.508 7.237 -0.007 0.011 -0.011
H 2.326 -0.083 6.593 0.012 0.042 0.044
H 0.222 -1.772 7.400 -0.035 0.028 -0.049
H -0.880 1.124 5.620 0.004 0.007 0.008
H -1.768 0.944 3.292 0.032 0.014 0.043
Cl -4.047 -2.719 1.027 0.078 0.014 0.002
Si -3.923 -2.402 -1.146 0.225 0.050 0.440
Cl -5.962 -1.935 -1.473 -0.255 0.214 -0.166
Cl -3.921 -4.428 -1.787 0.100 -0.302 -0.148
C 3.256 1.205 2.592 0.018 0.085 -0.021
C 2.185 2.264 2.538 -0.059 -0.052 0.165
C 1.571 2.659 3.719 0.085 0.080 -0.049
C 0.581 3.628 3.700 0.062 0.013 -0.019
C 0.175 4.163 2.497 -0.098 -0.017 -0.038
C 0.774 3.778 1.292 0.130 -0.166 0.154
N 0.316 4.457 0.157 0.073 0.302 0.003
C 0.407 4.237 -1.216 -0.150 -0.108 -0.054
C 0.600 5.356 -2.037 0.024 0.013 0.076
C 0.673 5.242 -3.411 -0.055 -0.055 0.038
C 0.564 3.992 -4.010 0.035 0.045 -0.051
C 0.356 2.884 -3.209 0.058 -0.023 -0.036
C 0.246 2.988 -1.824 -0.052 -0.188 -0.062
C -0.177 1.747 -1.087 0.002 0.381 0.440
O -1.030 1.836 -0.176 -0.143 -0.133 -0.155
O 0.313 0.640 -1.458 -0.366 -0.617 -0.286
C 1.831 2.854 1.316 -0.024 0.078 -0.174
C 2.652 2.542 0.090 -0.074 0.034 0.066
H 3.306 0.772 3.590 0.005 -0.015 -0.001
H 4.241 1.614 2.358 0.007 -0.020 -0.026
H 3.048 0.405 1.878 0.044 -0.004 0.000
H 1.885 2.222 4.659 0.016 -0.017 -0.034
H 0.126 3.964 4.624 -0.036 -0.008 -0.003
H -0.614 4.908 2.476 -0.018 -0.040 -0.028
H -0.066 5.359 0.379 0.016 0.077 0.019
H 0.706 6.329 -1.569 0.045 -0.021 0.008
H 0.831 6.127 -4.014 -0.010 -0.005 0.009
H 0.639 3.892 -5.085 -0.012 -0.026 0.026
H 0.251 1.901 -3.653 0.003 -0.032 0.031
H 2.693 3.398 -0.579 0.014 0.003 -0.046
H 2.251 1.694 -0.469 0.064 -0.011 -0.034
H 3.674 2.297 0.374 0.003 0.011 -0.007
```
Forces are in eV/Å.